CH4OP2 | wB97M-V/def2-TZVPD

- SMILES = O=PCP
- maximum force (eV/Å) = 3.96
- HOMO-LUMO gap (eV) = 8.689
- ΔE to the lowest compared entry with this formula, charge and spin (kJ/mol) = 36.9
- molar mass (g/mol) = 93.99
- HOMO energy (eV) = -9.17

The geometry in ORCA input format:
```
! RIJCOSX wB97M-V def2-TZVPD def2/J DEFGRID3
* xyz 0 1
P 0.9709 0.5687 -0.1043
P -1.9206 0.1315 -0.5197
O -2.8251 0.4831 0.5864
C -0.3960 -0.7332 0.3189
H -0.0917 -1.6430 -0.1349
H 1.4045 0.5398 -1.4855
H 0.0091 1.6131 -0.4349
H -0.6568 -0.7925 1.3259
*
```

***

C9H13BF3N3O5P | wB97M-V/def2-TZVPD

- SMILES = CCB(O)n1cc(N(C(=O)F)C(=O)F)[n+](P(O)O)c1CCF
- maximum force (eV/Å) = 3.68
- HOMO-LUMO gap (eV) = 9.976
- molar mass (g/mol) = 342.00
- HOMO energy (eV) = -13.43

The geometry in ORCA input format:
```
! RIJCOSX wB97M-V def2-TZVPD def2/J DEFGRID3
* xyz 1 1
P -1.0270 -0.0927 2.8532
F -0.0934 -3.2578 -1.4549
F 3.2837 2.5418 1.3078
F 2.6528 1.7957 4.0337
O 2.0731 -0.4932 -2.5294
O 1.7279 4.0615 1.7026
O -1.7912 1.3456 3.0311
O -2.1477 -1.2603 2.6973
O 2.1986 -0.1147 3.0472
N 0.4715 0.0558 -0.7352
N -0.2206 0.0965 1.2544
N 1.2175 1.8678 2.2506
C -1.6738 0.4253 -3.0165
C 0.7727 1.0488 1.1755
C 2.0780 2.9344 1.7267
C 1.2158 1.0334 -0.1093
C -0.5562 -2.9840 -0.1881
C -1.3450 -1.6357 -0.2258
C -0.3188 -0.2775 -3.3432
C 2.0627 1.0575 3.1151
C -0.3966 -0.5235 0.0752
B 0.7539 -0.2514 -2.1965
H 2.5786 0.3285 -2.4655
H -1.9945 0.3259 -1.9744
H -0.4641 -1.2949 -3.7357
H 0.3282 -2.8305 0.4452
H -1.6951 -1.5398 -1.2619
H -1.1793 -3.7931 0.2016
H -2.2368 -1.6487 0.4007
H -2.0702 -1.8980 3.4188
H -2.4445 -0.0140 -3.6627
H -1.6681 1.4921 -3.2676
H 0.1236 0.2836 -4.1817
H -2.2106 1.6006 2.1908
H 1.9948 1.6149 -0.5789
*
```

***

C35H33ClN4Si2Sn | wB97M-V/def2-TZVPD

- maximum force (eV/Å) = 4.02
- HOMO-LUMO gap (spin up / spin down) (eV) = 4.974 / 5.437
- ΔE to the lowest compared entry with this formula, charge and spin (kJ/mol) = 0.0
- molar mass (g/mol) = 720.01
- HOMO energy (spin up / spin down) (eV) = -12.09 / -12.28

The geometry in ORCA input format:
```
! RIJCOSX wB97M-V def2-TZVPD def2/J DEFGRID3
* xyz 2 1
Sn 0.4745 -0.1300 2.7231
Cl 3.1348 0.1932 -0.0367
Si 1.1697 0.2203 -0.9492
Si 1.0468 0.0128 -3.1970
N 2.6084 -0.4524 6.4622
N 1.8786 -0.8946 4.4150
N 0.4660 1.5879 4.2217
N 1.0640 2.2207 6.2479
C -1.0074 1.5204 -4.2587
C -0.6675 3.5595 -5.5175
C -1.5267 2.6425 -4.9024
C -2.1941 0.0431 3.9554
C -0.2230 2.7495 4.5412
C 2.5188 -2.0208 4.9118
C 0.4486 -2.5516 -0.2297
C 0.3808 3.0272 -1.2989
C -1.1896 -1.4011 -1.5499
C 1.9576 0.0465 5.3757
C 1.2795 2.2848 -4.8344
C 0.0672 -1.4119 -0.9461
C -0.3413 -3.6987 -0.2606
C -1.9420 -2.5746 -1.6223
C -0.0832 -2.9074 -5.7743
C 1.2409 1.2908 5.2790
C -1.8297 4.0073 -0.9817
C -0.9691 -1.7285 4.7833
C 1.4939 -2.7633 -3.4348
C 0.3935 1.3714 -4.2369
C -1.6576 -0.5407 5.1290
C 0.9964 -1.5992 -4.0614
C 0.3223 -1.6588 -5.2990
C -0.0846 1.7778 -0.8692
C 0.2505 -4.0600 -5.0488
C -1.5308 -3.7335 -0.9791
C 0.7251 3.3854 -5.4955
C -1.8496 -0.7930 2.8392
C 1.0617 -4.0030 -3.9039
C 2.9856 -1.7570 6.1652
C -1.3808 1.6930 -0.3411
C -0.5081 4.1023 -1.4201
C -1.0589 -1.9066 3.3616
C 0.1530 3.1564 5.7826
C -2.2542 2.7890 -0.4497
H -0.5754 -2.4562 5.4907
H -0.6093 -2.9571 -6.7333
H 1.4012 -2.5681 0.3277
H 0.7298 0.1078 0.5569
H 2.8100 0.0692 7.3063
H 0.1777 -0.7304 -5.8639
H -0.0205 -4.5964 0.2544
H 3.5180 -2.3620 6.8753
H -1.7216 0.7752 0.1528
H -0.0543 -5.0342 -5.4318
H -1.6391 0.7652 -3.7786
H -0.1447 4.0092 6.3675
H 2.5846 -2.9254 4.3300
H -2.8647 -2.5677 -2.1864
H -0.9364 3.1709 3.8470
H 1.3875 4.0855 -6.0019
H -2.8666 0.8977 3.9260
H -2.6144 2.7655 -4.9383
H -0.1514 5.0330 -1.8524
H -1.8311 -0.1948 6.1468
H 2.3116 0.4769 -2.2345
H -1.5553 -0.5020 -2.0709
H -0.8173 -2.8100 2.8105
H -2.2960 -0.7679 1.8512
H 1.4003 -4.9173 -3.4042
H 2.2136 -2.6473 -2.6129
H 2.3583 2.0862 -4.7665
H 1.5762 2.2351 7.1318
H -3.2819 2.6921 -0.1053
H -2.5033 4.8661 -1.0285
H 1.4276 3.1331 -1.5925
H -2.1459 -4.6413 -1.0183
H -1.0874 4.4141 -6.0500
*
```

***

C17H30O9 | wB97M-V/def2-TZVPD

- SMILES = COCCCCCOC(=O)OCC(=O)OC(C)=O.CC(C)=O.CC(C)=O
- maximum force (eV/Å) = 9.49
- HOMO-LUMO gap (eV) = 9.232
- molar mass (g/mol) = 378.42
- HOMO energy (eV) = -9.71

The geometry in ORCA input format:
```
! RIJCOSX wB97M-V def2-TZVPD def2/J DEFGRID3
* xyz 0 1
O -1.6144 -1.1335 -3.6027
O -1.0995 3.4288 4.8504
O -3.1928 0.4885 -2.6267
O 3.5877 -0.0060 0.0222
O -1.4731 -3.9601 -1.3035
O -2.0267 3.1993 -0.4204
O 0.0888 -2.8738 0.3313
O 1.0500 -4.1455 -1.5104
O -3.2684 -2.9331 -3.8878
C -0.8833 2.4313 5.5366
C 3.5608 -1.3772 0.5548
C -0.1435 -3.6050 -0.7811
C 3.4927 -2.4405 -2.6829
C 0.9748 -3.5693 -2.8930
C -1.9206 0.0801 -2.8101
C 3.6955 0.0263 -1.4439
C -2.5119 3.8479 0.5051
C -2.3294 -2.7809 -1.5059
C -1.6810 4.2592 1.6911
C -2.4053 -2.2786 -3.0747
C 2.7467 -1.0495 -2.2372
C -0.7547 0.9824 -2.0510
C 2.4967 -3.5004 -3.4991
C 0.5184 2.0277 5.9091
C -2.0100 1.5670 6.0362
C -3.9595 4.2608 0.4954
H 4.8089 -0.0494 -1.8498
H 4.3289 -2.1443 -3.4779
H 0.6303 2.0339 6.9962
H -2.9640 1.9789 5.6904
H -4.0351 5.3509 0.5175
H 0.7376 1.0344 5.5094
H -0.5013 0.5756 -0.9645
H -1.9034 0.5532 5.6422
H 4.4607 -2.0527 0.1736
H -3.4533 -3.0336 -1.1960
H -0.6573 3.8923 1.5616
H 0.3666 -4.3430 -3.5577
H 2.5232 -1.9348 0.4000
H -4.4350 3.8950 -0.4208
H 2.4071 -0.5141 -3.2453
H 0.2632 0.9744 -2.6699
H -4.4756 3.8259 1.3550
H 2.4069 -3.2033 -4.6483
H 3.0166 -4.5744 -3.4847
H -1.6551 5.3492 1.7664
H -1.0829 2.1183 -1.9432
H -2.0957 3.8243 2.6040
H 3.9597 -2.9982 -1.7520
H -2.0107 1.5526 7.1290
H 1.7742 -1.2337 -1.5840
H 3.3238 1.1086 -1.7806
H 1.2281 2.7428 5.4796
H -2.0290 -1.8616 -0.8092
H 3.6793 -1.2845 1.7390
H 0.4453 -2.5289 -2.7818
*
```

***

C30H49KN6O3PS5 | wB97M-V/def2-TZVPD

- maximum force (eV/Å) = 0.58
- HOMO-LUMO gap (eV) = 5.940
- ΔE to the lowest compared entry with this formula, charge and spin (kJ/mol) = 19.6
- molar mass (g/mol) = 772.17
- HOMO energy (eV) = -3.91

The geometry in ORCA input format:
```
! RIJCOSX wB97M-V def2-TZVPD def2/J DEFGRID3
* xyz -1 1
K -2.0412 -0.4396 -0.0559
S -4.9750 2.9314 -0.1871
S -1.1705 6.8375 1.9380
S -4.6342 2.3377 3.2244
S -2.8306 4.6747 3.1244
S -3.1168 5.2183 0.3493
P 1.7268 -1.1252 -0.2705
O 0.3313 -1.5586 0.0387
O -0.1232 3.2076 1.2341
O -1.7254 2.1368 0.2868
N -1.6302 -0.3399 4.1838
N -0.7304 0.7240 4.3465
N -0.9612 2.2996 1.2217
N -1.0569 1.3758 2.2069
N -3.5222 -1.7157 2.1797
N 0.0132 2.8249 3.7739
C -2.5972 -1.2447 -2.9783
C 0.4372 2.2312 -2.3966
C 2.1165 -1.7664 2.4237
C -2.3085 5.6446 1.7954
C -2.6883 -2.4839 -2.3085
C 3.4638 -1.5579 -3.4582
C 0.7843 0.7401 -2.2216
C 1.5864 3.1526 -1.9592
C 2.4710 -2.4278 -4.2257
C 3.7865 -2.1446 -2.0852
C 2.7773 -3.1406 2.4790
C -3.8270 -2.4477 -1.4786
C -4.0589 3.8690 0.9663
C 3.0538 1.2542 -1.2067
C -5.9541 -0.7810 2.0953
C 2.5400 -2.4608 -1.2467
C 1.1956 -2.6539 -3.4190
C -4.5976 -1.3074 2.1626
C -0.5747 1.6855 3.4002
C 4.1967 -0.8499 1.2719
C 4.8409 -2.2327 1.3701
C -3.9340 3.5717 2.2876
C 1.6912 0.5587 -0.9957
C 2.9288 2.4579 -2.1537
C -6.6595 3.3300 0.3444
C 2.6577 -0.8628 1.3012
C -3.6817 -0.4417 -2.5645
C 4.2959 -3.0189 2.5583
C -4.4416 -1.1866 -1.6389
C 1.5067 -3.2646 -2.0592
H -5.3266 -0.8302 -1.1256
H -2.4997 0.0193 3.7950
H 1.5489 4.0901 -2.5163
H 4.6653 -2.8026 0.4543
H 4.5295 -0.2637 2.1364
H 4.3213 -3.0900 -2.2369
H 0.1599 3.5418 3.0796
H 5.9246 -2.1162 1.4540
H -6.7798 3.0443 1.3886
H 1.0376 -1.8704 2.3057
H 3.0446 -0.5555 -3.3445
H 2.8500 -3.1178 -0.4286
H 4.3905 -1.4425 -4.0268
H 4.7607 -4.0067 2.6042
H -2.0157 -3.3239 -2.4314
H 2.3302 0.1559 1.5460
H 2.2381 -1.9677 -5.1890
H 0.5914 -3.3749 -1.4788
H 1.1841 1.0774 -0.1673
H -6.0918 -0.0243 2.8639
H 2.4952 -3.7280 1.5993
H -1.2580 -0.9828 3.4961
H -0.6303 1.0132 5.3043
H -6.0895 -0.2985 1.1279
H -3.8941 0.5663 -2.8967
H 4.5620 -2.4988 3.4863
H 0.1592 3.0165 4.7477
H -7.3331 2.7454 -0.2822
H 1.3020 0.3853 -3.1149
H 4.5686 -0.3230 0.3920
H -0.1459 0.1687 -2.1584
H 4.4760 -1.4907 -1.5460
H 3.7607 3.1436 -1.9790
H -4.1673 -3.2431 -0.8282
H -6.6744 -1.5895 2.2101
H 1.4661 3.4198 -0.9056
H 2.3969 -3.6870 3.3450
H 2.2926 -1.2568 3.3780
H -1.8591 -0.9740 -3.7244
H 3.4300 1.5955 -0.2385
H 2.9369 -3.3972 -4.4410
H -6.8619 4.3908 0.2096
H 0.1938 2.4067 -3.4472
H 3.7969 0.5600 -1.6039
H 0.6597 -1.7123 -3.2818
H 3.0139 2.1225 -3.1930
H 0.5107 -3.3097 -3.9601
H 1.9270 -4.2665 -2.2105
H -0.4580 2.4704 -1.8217
*
```

***

C11H14BHfN7 | wB97M-V/def2-TZVPD

- maximum force (eV/Å) = 5.48
- HOMO-LUMO gap (spin up / spin down) (eV) = 3.608 / 3.609
- ΔE to the lowest compared entry with this formula, charge and spin (kJ/mol) = 597.8
- molar mass (g/mol) = 433.58
- HOMO energy (spin up / spin down) (eV) = -12.43 / -12.43

The geometry in ORCA input format:
```
! RIJCOSX wB97M-V def2-TZVPD def2/J DEFGRID3
* xyz 2 1
Hf 0.4261 -0.0296 0.6319
N 0.7469 1.7543 -1.3667
N 1.3660 -0.7187 -1.7674
N 1.5614 -1.1962 -0.4565
N 0.7988 1.8260 0.0460
N -1.4372 -0.2975 -0.4074
N -1.1424 -0.0110 -1.7699
N -0.4789 1.4884 5.5425
C -1.2089 -2.1428 4.5572
C 2.8101 -2.4237 -1.7779
C -2.2686 -0.1522 -2.4792
C -0.7974 0.3341 5.4884
C 1.1436 3.8579 -0.7416
C 1.0210 3.1287 0.4370
C 2.4364 -2.2583 -0.4525
C -3.3177 -0.5307 -1.6355
C -2.7502 -0.6216 -0.3518
C 0.9709 2.9897 -1.8329
C 2.1320 -1.4716 -2.5615
B 0.3511 0.4277 -2.1652
H -0.7012 -2.1216 3.4924
H -2.1435 0.0417 -3.5390
H 0.4185 0.6260 -3.3757
H 1.3137 4.8945 -0.7357
H 2.6878 -2.7508 0.5119
H 1.0509 3.3118 1.5368
H 3.4645 -3.1863 -2.1038
H 0.9115 3.2155 -2.8872
H -4.3396 -0.7043 -1.9609
H -2.0997 -1.4295 4.4756
H -3.1860 -0.8899 0.5849
H 2.1164 -1.3882 -3.6405
H -1.0726 -0.7522 5.3499
H -0.7838 -2.8195 5.3543
*
```

***

Which value of molar mass does entry 5 give? 772.17 g/mol